A 21-piece molecular cluster, C84H209N11O21 overall. Source: OMol25; level of theory: the ωB97M-V functional and the def2-TZVPD basis.

Positions of all 325 atoms, in Å:
C1 36.79274 17.00837 -10.56151
C2 36.71464 15.98661 -9.44171
C3 35.41942 16.28623 -8.62057
C4 34.94054 15.21333 -7.58973
C5 34.84112 13.85052 -8.29216
C6 36.09633 13.36372 -9.10916
N1 36.57027 14.57684 -9.96189
O1 37.52828 14.11264 -10.87817
C7 37.10131 12.61337 -8.16480
C8 35.54131 12.26462 -9.97611
C9 38.00822 16.02463 -8.49847
H1 37.49500 16.62592 -11.30223
H2 37.15934 17.98078 -10.23267
H3 35.84091 17.33388 -10.98123
H4 35.69267 17.18394 -8.06598
H5 34.62404 16.68909 -9.24761
H6 34.00234 15.47484 -7.10033
H7 35.60277 15.17122 -6.72499
H8 34.11087 14.06250 -9.07311
H9 34.33826 13.13715 -7.63922
H10 36.70597 11.63506 -7.89144
H11 38.11984 12.63425 -8.55246
H12 37.15369 13.06925 -7.17610
H13 34.82000 12.66762 -10.68701
H14 36.26238 11.72019 -10.58582
H15 35.04803 11.46749 -9.41992
H16 37.95240 15.33764 -7.65405
H17 38.19315 17.02729 -8.11301
H18 38.85978 15.56755 -9.00249
H19 37.06193 13.65361 -11.58060
C10 27.26810 13.51263 -0.72952
C11 26.34806 14.66904 -1.34647
C12 26.51374 15.98211 -0.46982
C13 27.76199 16.76147 -0.70438
C14 27.88545 16.95640 -2.31045
C15 27.80336 15.66455 -3.11057
N2 26.70066 14.85838 -2.76655
O2 26.67120 13.75386 -3.54838
C16 27.65798 16.16493 -4.65670
C17 29.14927 14.96076 -3.08964
C18 24.87623 14.23152 -1.30101
H20 26.71732 12.73084 -0.20651
H21 27.91829 14.02086 -0.01744
H22 27.98873 13.11578 -1.44458
H23 25.72488 16.72181 -0.60637
H24 26.59783 15.69168 0.57740
H25 28.66879 16.29223 -0.32277
H26 27.66933 17.65414 -0.08580
H27 28.82888 17.44808 -2.54766
H28 27.03918 17.57793 -2.60310
H29 26.84157 16.88572 -4.70180
H30 28.53169 16.72586 -4.98854
H31 27.48973 15.39572 -5.41043
H32 29.20091 13.93320 -3.44959
H33 29.88738 15.56444 -3.61772
H34 29.44519 14.91135 -2.04174
H35 24.02993 14.88082 -1.52526
H36 24.61478 14.04655 -0.25913
H37 24.73926 13.21196 -1.66136
H38 25.91444 13.94365 -4.10776
C19 35.78521 6.55131 -9.87114
C20 35.80781 7.14037 -8.41294
C21 34.33163 7.34792 -7.98781
C22 33.56772 6.07562 -7.54712
C23 34.35029 5.43926 -6.40957
C24 35.84612 5.10295 -6.85101
N3 36.53284 6.21793 -7.50077
O3 37.81536 6.06653 -7.79797
C25 36.64793 4.76037 -5.61017
C26 35.77835 3.86064 -7.72536
C27 36.52609 8.50053 -8.49157
H39 35.26353 5.60105 -9.98497
H40 36.83149 6.36529 -10.11357
H41 35.41156 7.28971 -10.58053
H42 34.39477 8.04371 -7.15117
H43 33.71499 7.74115 -8.79604
H44 33.35635 5.38492 -8.36343
H45 32.62124 6.47505 -7.18280
H46 33.89734 4.45568 -6.28503
H47 34.36236 6.09907 -5.54204
H48 36.72494 5.60885 -4.93028
H49 36.20897 3.95492 -5.02140
H50 37.68520 4.43988 -5.70744
H51 35.23059 3.96276 -8.66218
H52 36.81633 3.61062 -7.94485
H53 35.12978 3.09793 -7.29437
H54 36.15326 9.07243 -9.34129
H55 37.57898 8.34857 -8.72908
H56 36.25228 9.14663 -7.65749
H57 37.84971 5.48242 -8.55904
C28 31.91727 12.40359 -2.31107
C29 32.76629 11.54834 -3.36019
C30 33.87808 12.48817 -3.89059
C31 34.85282 11.72937 -4.72615
C32 35.46486 10.55504 -3.96807
C33 34.31964 9.56290 -3.48270
N4 33.26726 10.31722 -2.77318
O4 32.19294 9.43920 -2.34015
C34 33.99748 8.63697 -4.64259
C35 35.06111 8.70093 -2.45585
C36 31.93522 11.36386 -4.59554
H58 31.58581 13.34348 -2.75249
H59 32.56741 12.58190 -1.45456
H60 31.04342 11.82938 -2.00321
H61 33.49462 13.36610 -4.41047
H62 34.39650 12.97815 -3.06641
H63 35.62367 12.46759 -4.94733
H64 34.41138 11.46002 -5.68568
H65 36.07536 11.05216 -3.21423
H66 36.23413 10.08966 -4.58431
H67 33.40638 9.15440 -5.39822
H68 34.87396 8.25461 -5.16573
H69 33.36312 7.82617 -4.28441
H70 34.32275 8.13216 -1.89067
H71 35.74953 7.99176 -2.91547
H72 35.59455 9.29018 -1.70998
H73 31.03899 10.79352 -4.35138
H74 32.33769 10.85515 -5.47152
H75 31.33866 12.25914 -4.77072
H76 32.25727 9.66763 -1.40995
C37 36.53424 18.54865 0.33903
C38 35.00693 18.68857 0.12021
C39 34.59353 20.14179 -0.03527
C40 33.06077 20.26348 -0.22540
C41 32.59755 19.36347 -1.41736
C42 33.05436 17.83177 -1.45730
N5 34.48998 17.88898 -1.06662
O5 35.03887 16.60183 -1.08815
C43 32.20543 16.91509 -0.51249
C44 32.86363 17.28378 -2.92621
C45 34.43330 18.23854 1.46149
H77 36.84823 19.27226 1.09129
H78 37.01485 18.79105 -0.60880
H79 36.89643 17.57290 0.66281
H80 35.03709 20.86509 0.64897
H81 34.94682 20.46337 -1.01500
H82 33.06702 21.30141 -0.55822
H83 32.42427 20.18230 0.65573
H84 33.05520 19.88107 -2.26041
H85 31.52827 19.48207 -1.59252
H86 31.42025 16.45244 -1.11047
H87 32.70684 16.02950 -0.12210
H88 31.75544 17.39916 0.35427
H89 33.46135 17.95335 -3.54467
H90 33.16252 16.24882 -3.09245
H91 31.80993 17.33170 -3.20102
H92 34.58424 17.18791 1.70946
H93 33.34962 18.35240 1.48958
H94 34.72652 19.00567 2.17817
H95 35.49203 16.51355 -1.92985
C46 41.58011 4.69112 -3.51687
C47 42.07974 5.60300 -2.33041
C48 41.44056 7.07941 -2.56730
C49 41.70755 8.03408 -1.37797
C50 41.02263 7.32436 -0.16763
C51 41.57770 5.99024 0.22627
N6 41.58307 5.10457 -0.98686
O6 41.99126 3.86135 -0.77683
C52 43.04454 6.01685 0.87824
C53 40.70170 5.51093 1.38614
C54 43.63692 5.74519 -2.49952
H96 41.44022 3.63615 -3.28120
H97 42.17948 4.55880 -4.41763
H98 40.56269 4.93239 -3.82469
H99 41.83152 7.43485 -3.52068
H100 40.38147 6.93238 -2.77899
H101 41.04555 8.83898 -1.69732
H102 42.75826 8.32126 -1.33764
H103 39.97573 7.24035 -0.45926
H104 41.04554 8.03548 0.65814
H105 43.30599 6.95894 1.36011
H106 43.10470 5.30531 1.70178
H107 43.84278 5.74179 0.18885
H108 41.05555 4.70442 2.02835
H109 40.76308 6.17766 2.24626
H110 39.67555 5.27254 1.10637
H111 44.12015 6.47464 -1.84952
H112 43.89984 6.01251 -3.52300
H113 44.12712 4.80501 -2.24681
H114 41.21618 3.63682 -0.25681
C55 33.08428 6.63825 0.48743
O7 31.97864 5.80198 0.87688
H115 32.76113 7.14148 -0.42386
H116 33.29343 7.37621 1.26187
H117 33.97421 6.00893 0.47910
H118 31.96660 4.94466 0.44507
C56 27.64408 8.92266 -4.43894
O8 28.79104 8.94520 -5.25334
H119 28.02570 8.78996 -3.42658
H120 26.92085 9.73332 -4.52761
H121 27.13785 7.99179 -4.69451
H122 29.52145 8.47971 -4.83932
C57 31.83390 13.57442 2.34224
O9 32.96221 13.01895 2.88559
H123 31.65507 14.57258 2.74200
H124 31.75275 13.56902 1.25528
H125 30.96437 13.00643 2.67300
H126 33.59446 13.04158 2.16355
C58 35.16691 12.60618 -0.13849
O10 34.41559 13.58520 0.56203
H127 34.50731 12.17053 -0.88897
H128 35.98582 12.94821 -0.77135
H129 35.53244 11.95777 0.65778
H130 34.96288 14.35420 0.73727
C59 38.72742 11.26232 -4.42173
O11 40.07414 11.74778 -4.31871
H131 38.55377 10.88397 -5.42911
H132 38.60281 10.46680 -3.68707
H133 37.94409 12.01517 -4.33393
H134 40.16925 11.89938 -3.37554
C60 31.64455 17.04685 -7.47111
O12 32.62895 18.10014 -7.49136
H135 30.80405 17.43018 -8.04966
H136 31.88175 16.05562 -7.85748
H137 31.45189 16.97925 -6.40041
H138 32.50812 18.86685 -6.92642
C61 30.58531 6.12339 -2.69351
O13 30.66345 7.33989 -3.45133
H139 30.40888 5.34376 -3.43457
H140 31.49859 5.95091 -2.12405
H141 29.79159 5.95998 -1.96454
H142 31.30343 7.93067 -3.04757
C62 38.60618 17.53679 -5.07433
O14 39.88257 17.70439 -5.53365
H143 38.05938 18.22869 -5.71494
H144 38.36196 16.50007 -5.30597
H145 38.46826 17.99331 -4.09420
H146 40.56109 17.28761 -4.99746
C63 29.49763 9.77370 -8.37654
O15 29.23128 10.75242 -7.41174
H147 30.28177 9.06566 -8.10836
H148 28.52552 9.39015 -8.68635
H149 30.01692 10.42663 -9.07806
H150 29.27244 10.24295 -6.59912
C64 40.59983 11.80292 0.31802
O16 39.37891 11.18177 -0.03894
H151 40.46395 12.33304 1.26067
H152 41.29513 10.96979 0.42075
H153 41.05097 12.36541 -0.49940
H154 39.27423 11.01630 -0.97877
C65 33.62589 2.99859 -2.74653
C66 32.40253 2.56266 -1.99253
C67 32.29306 1.10446 -2.14891
O17 31.03579 0.59351 -1.61713
C68 30.86656 -0.77048 -2.06368
N7 32.51974 3.01476 -0.63423
H155 33.36108 2.90819 -3.80000
H156 34.49179 2.40682 -2.44965
H157 33.80843 4.06775 -2.63847
H158 31.50114 3.05704 -2.35473
H159 33.06202 0.61365 -1.55232
H160 32.54708 0.81191 -3.16773
H161 31.59402 -1.31856 -1.46492
H162 30.86885 -1.00091 -3.12904
H163 29.89500 -0.97725 -1.61487
H164 33.27508 2.58604 -0.11869
H165 31.73772 2.74004 -0.05709
C69 38.54656 14.82878 -1.16806
C70 39.56984 15.57892 -0.44743
C71 39.55381 15.30502 1.11863
O18 38.22600 15.50645 1.59572
C72 37.96712 15.48822 3.00098
N8 40.89319 15.28680 -1.14104
H166 38.46404 15.18725 -2.19411
H167 37.55811 15.02128 -0.75090
H168 38.66619 13.74550 -1.15154
H169 39.51541 16.66732 -0.47025
H170 40.12620 15.96542 1.77003
H171 39.98445 14.31087 1.23820
H172 38.11138 16.48176 3.42542
H173 38.61291 14.71393 3.41515
H174 36.91333 15.21133 3.03209
H175 41.47234 16.00165 -0.72428
H176 41.25707 14.46311 -0.68362
C73 37.73859 9.10183 2.50428
C74 36.93029 7.89494 1.92482
C75 36.13917 7.04288 2.98311
O19 35.70912 5.82703 2.42439
C76 35.11947 4.95358 3.27032
N9 35.98761 8.42399 1.00089
H177 38.62446 9.24981 1.88668
H178 38.15735 8.99446 3.50488
H179 37.13843 10.00509 2.61401
H180 37.71780 7.39949 1.35698
H181 35.45317 7.65635 3.56720
H182 36.89816 6.82973 3.73584
H183 34.31922 5.26213 3.94300
H184 35.81100 4.41651 3.91951
H185 34.55195 4.28938 2.61850
H186 35.23611 7.79065 1.23380
H187 36.18258 8.31654 0.01574
C77 31.48171 2.02292 -9.82146
C78 30.30309 2.18325 -8.73196
C79 30.07272 3.57001 -8.11073
O20 30.79089 3.62947 -6.82398
C80 30.47436 4.70805 -5.99779
N10 29.05566 1.76900 -9.41183
H188 31.56848 2.77442 -10.60621
H189 31.39643 1.09488 -10.38677
H190 32.48524 1.94949 -9.40240
H191 30.46669 1.54057 -7.86692
H192 29.01703 3.83843 -8.07090
H193 30.44240 4.33637 -8.79200
H194 30.38940 5.65758 -6.52624
H195 31.26844 4.68132 -5.25158
H196 29.55351 4.45118 -5.47420
H197 28.17635 1.98328 -8.96349
H198 29.10172 0.76233 -9.47959
C81 28.35552 9.04881 -0.17231
C82 29.64320 8.34820 0.11583
C83 30.33299 8.81947 1.43710
O21 29.65985 8.72301 2.70425
C84 30.57917 9.33215 3.63846
N11 29.28039 6.90663 0.31638
H199 27.71518 8.54489 -0.89626
H200 28.48588 10.05097 -0.58072
H201 27.76129 9.07114 0.74119
H202 30.22101 8.55169 -0.78574
H203 30.54268 9.86925 1.23195
H204 31.20789 8.18351 1.57204
H205 31.23393 8.48910 3.85904
H206 29.96406 9.52586 4.51721
H207 30.93648 10.30780 3.30898
H208 30.19804 6.51185 0.46530
H209 29.01712 6.95043 1.29048

Charge: 0
LUMO level: 0.252 eV
E: -149862.1636 eV
Gap between HOMO and LUMO: 8.04 eV